## i
This record from the Open Molecules 2025 dataset describes C7H10NO2 as an isolated structure. The level of theory is wB97M-V/def2-TZVPD.

## Properties
- highest occupied orbital energy (Eh) = -0.48785
- frontier orbital gap (eV) = 8.565
- total charge = +1

Each line ends with the Löwdin charge.
Atoms and positions in Å:
C1 -2.4226 0.6245 -0.2233  0.032
C2 -3.5677 0.0135 -0.1868  -0.133
C3 -1.1181 0.4975 -0.3991  -0.043
C4 -0.2134 -0.9873 -1.1891  0.084
C5 1.6974 -0.0328 0.0572  -0.124
C6 0.8788 1.0202 0.9419  -0.083
C7 0.9410 -1.2704 -0.1788  -0.426
N1 -0.1966 1.6205 0.0988  0.075
O1 -4.5614 -0.4503 0.2115  0.239
O2 0.2977 -1.6979 1.0241  0.004
H1 -1.0454 -1.6072 -1.2964  0.073
H2 0.3572 -0.7837 -2.2090  0.154
H3 1.9929 0.5306 -0.8604  0.134
H4 2.7215 -0.2832 0.3917  0.138
H5 0.4573 0.5030 1.7528  0.113
H6 1.5558 1.7846 1.2612  0.128
H7 1.6179 -1.9495 -0.6799  0.150
H8 0.1761 2.1677 -0.7159  0.201
H9 -0.5840 2.3733 0.7027  0.193
H10 1.0157 -2.0729 1.4968  0.092

## ii
This record from the Open Molecules 2025 dataset describes a 2-piece molecular cluster, C7H10NO2 overall. The level of theory is wB97M-V/def2-TZVPD.

## Properties
- highest occupied orbital energy (spin up / spin down) (Eh) = -0.49911 / -0.49908
- frontier orbital gap (spin up / spin down) (eV) = 5.842 / 5.841
- total charge = +1

Each line ends with the Löwdin charge.
Atoms and positions in Å:
C1 -0.5296 2.8667 -1.2092  -0.293
C2 1.1121 -0.6912 0.9852  -0.328
C3 -1.6763 3.1138 -0.6741  0.281
C4 0.2211 -1.7896 0.3663  -0.081
C5 0.6679 0.7849 0.6256  -0.088
C6 -1.2525 -1.3708 0.2113  -0.176
C7 -1.4036 -0.0246 -0.4451  -0.136
N1 -0.7308 0.9870 0.4829  0.046
O1 0.5002 2.5754 -1.6904  0.187
O2 2.0613 -0.7708 1.6898  0.177
H1 -2.4272 3.6597 -0.0923  0.095
H2 0.8660 -2.1332 -0.5453  0.174
H3 0.2155 -2.7373 0.9603  0.141
H4 1.1825 1.5244 1.3856  0.197
H5 1.0679 0.9372 -0.3515  0.113
H6 -1.7595 -2.0475 -0.4307  0.118
H7 -1.6864 -1.5194 1.1867  0.126
H8 -1.1375 -0.1226 -1.4693  0.128
H9 -2.5489 0.2614 -0.4420  0.169
H10 -1.2294 1.2396 1.3160  0.150

Most stable: i

## i
This record from the Open Molecules 2025 dataset describes a 2-piece molecular cluster, C5H14N2O overall. The level of theory is wB97M-V/def2-TZVPD.

## Properties
- highest occupied orbital energy (spin up / spin down) (Eh) = -0.46843 / -0.46821
- frontier orbital gap (spin up / spin down) (eV) = 8.950 / 5.893
- spin multiplicity = 2
- total charge = +1
- <S²> = 0.758

Each line ends with the Löwdin spin population.
Atoms and positions in Å:
C1 -2.0566 0.7168 0.5521  0.002
C2 -0.9939 0.8861 -0.5451  0.009
C3 0.1336 -0.1826 -0.3414  0.014
C4 -0.3584 -1.5006 -0.8733  0.148
C5 -0.6946 -2.5952 -0.0535  0.584
N1 -0.5002 -1.5784 -2.1548  0.176
N2 -0.4474 2.1898 -0.6824  0.003
H1 -1.6772 1.0881 1.5078  0.000
H2 -2.9253 1.3505 0.3249  0.000
H3 -2.5750 -0.2244 0.6331  0.001
H4 -1.5679 0.6915 -1.4485  0.000
H5 0.9857 0.0235 -0.9858  -0.002
H6 0.2683 -0.1120 0.7343  0.001
H7 -0.6560 -3.6207 -0.3872  0.029
H8 -1.1150 -2.4025 0.9213  0.026
H9 -0.7440 -2.4691 -2.5774  0.002
H10 -0.1732 -0.9383 -2.8693  0.005
H11 0.2973 2.5033 -0.0827  0.000
H12 -1.1437 2.9060 -0.8166  0.001
H13 5.0837 0.3255 2.8597  0.000
H14 5.6647 1.8171 2.9164  0.000
O1 5.1948 1.1257 3.3685  0.000

## ii
This record from the Open Molecules 2025 dataset describes C5H14N2O as an isolated structure. The level of theory is wB97M-V/def2-TZVPD.

## Properties
- highest occupied orbital energy (spin up / spin down) (Eh) = -0.53279 / -0.55133
- frontier orbital gap (spin up / spin down) (eV) = 11.023 / 8.179
- spin multiplicity = 2
- total charge = +1
- <S²> = 0.766

Each line ends with the Löwdin spin population.
Atoms and positions in Å:
C1 0.1120 1.8668 0.2295  0.002
C2 1.1190 1.0464 -0.6095  0.004
C3 1.0089 -0.4397 -0.3487  0.123
C4 1.9443 -1.1393 0.4100  0.490
C5 -1.0646 -0.6369 -1.7000  0.026
N1 0.0564 -1.1870 -0.9257  0.262
N2 -0.2988 0.8227 1.4188  0.019
H1 -0.6489 2.3630 -0.3654  0.000
H2 0.6144 2.7277 0.6759  0.001
H3 2.1181 1.3299 -0.2869  0.000
H4 1.1489 1.2170 -1.6801  0.001
H5 2.6778 -0.5078 0.8960  0.022
H6 1.8610 -2.1776 0.6930  0.019
H7 -1.9479 -0.4154 -1.0834  0.013
H8 -0.8533 0.3391 -2.1302  0.000
H9 -1.3162 -1.4316 -2.3975  0.007
H10 -0.3968 -1.7292 -0.1604  0.010
H11 -0.9173 1.4172 1.9695  0.001
H12 -0.6844 0.7717 0.4738  0.000
H13 -2.2717 -1.5954 1.4511  0.000
H14 -0.9171 -0.8909 1.8173  0.000
O1 -1.3439 -1.7507 1.6528  0.002

Most stable: i

## i
This record from the Open Molecules 2025 dataset describes a 2-piece molecular cluster, C6H11N2S overall. The level of theory is wB97M-V/def2-TZVPD.

## Properties
- highest occupied orbital energy (Eh) = -0.44536
- frontier orbital gap (eV) = 6.307
- total charge = +1

Each line ends with the Löwdin charge.
Atoms and positions in Å:
C1 -1.2840 0.2587 -0.0387  0.001
C2 -0.9447 1.0284 2.6332  -0.064
C3 -2.0987 0.2656 0.9966  0.080
C4 -0.1324 1.2304 0.3452  -0.104
C5 1.3114 2.0565 2.0584  0.005
C6 0.2636 -3.3678 -3.1437  -0.528
N1 0.0401 1.3263 1.8042  -0.091
N2 -2.1322 0.5887 2.2222  0.160
S1 0.0120 -1.7966 -2.4377  0.685
H1 -1.2301 -0.3634 -0.9873  0.030
H2 -0.7692 1.4415 3.6214  0.165
H3 0.8000 0.7637 -0.1568  0.169
H4 -0.1849 2.2254 -0.0902  0.132
H5 1.0383 2.8640 2.7803  0.115
H6 2.1048 1.3662 2.4876  0.129
H7 1.7740 2.5165 1.1736  0.102
H8 0.5090 -4.3199 -2.4411  0.110
H9 0.9462 -3.3439 -3.9319  0.008
H10 -0.6598 -3.7200 -3.5423  0.008
H11 0.6366 -1.0203 -3.3527  -0.112

## ii
This record from the Open Molecules 2025 dataset describes an isolated ion of composition C6H11N2S and charge +1. The level of theory is wB97M-V/def2-TZVPD.

## Properties
- highest occupied orbital energy (Eh) = -0.47821
- frontier orbital gap (eV) = 8.665
- total charge = +1

Each line ends with the Löwdin charge.
Atoms and positions in Å:
C1 0.5204 1.0532 0.8980  -0.019
C2 -0.2034 -0.0568 1.3121  -0.062
C3 0.5900 1.6519 -0.3735  -0.318
C4 -0.9849 -2.0929 0.1623  -0.629
C5 1.0982 3.0448 -0.5794  0.015
C6 0.2652 -3.2808 0.5356  0.023
N1 -0.8658 -0.8772 0.5020  0.011
N2 0.0017 1.1788 -1.4364  0.202
S1 -2.3224 -2.6711 -0.7550  0.902
H1 0.9711 1.5252 1.7250  0.105
H2 -0.5139 -0.0941 2.3184  0.131
H3 1.1535 3.2021 -1.6669  0.101
H4 2.1567 3.1825 -0.3884  0.107
H5 0.4655 3.6049 0.0287  0.089
H6 0.4606 -3.0045 1.5578  0.050
H7 1.1325 -2.9678 -0.0200  0.063
H8 -0.2371 -4.2836 0.4372  0.084
H9 -0.1791 1.9552 -2.0594  0.129
H10 -0.6708 0.4003 -1.2350  0.130
H11 -2.8379 -1.4702 -0.9631  -0.115

Most stable: ii

## i
This record from the Open Molecules 2025 dataset describes one molecule with the formula C6H15NS. The level of theory is wB97M-V/def2-TZVPD.

## Properties
- SMILES = CCN(C)CCCS
- highest occupied orbital energy (Eh) = -0.32755
- frontier orbital gap (eV) = 9.867
- total charge = 0

Each line ends with the Löwdin charge.
Atoms and positions in Å:
C1 -0.1678 -1.8294 -0.1336  -0.270
C2 -1.6181 -2.2763 -0.2928  -0.561
S1 -1.8947 -2.7868 -2.0227  0.694
C3 0.0555 -0.4075 -0.6342  -0.248
N1 0.2673 0.5893 0.4178  -0.202
C4 0.4057 1.8775 -0.2424  -0.301
C5 0.4296 3.1002 0.6641  -0.084
C6 1.5045 0.2705 1.1457  -0.089
H1 0.4439 -2.5485 -0.6866  0.097
H2 0.0990 -1.9545 0.9132  0.096
H3 -1.8731 -3.1071 0.3556  0.065
H4 -2.2712 -1.4371 -0.0393  0.075
H5 -3.0147 -3.4675 -1.8052  -0.164
H6 0.8814 -0.3906 -1.3628  0.120
H7 -0.7957 -0.0856 -1.2394  0.106
H8 1.2022 1.9233 -1.0092  0.118
H9 -0.4625 1.9801 -0.9166  0.113
H10 -0.5216 3.2272 1.1848  0.077
H11 1.0863 2.8952 1.5162  0.052
H12 0.8050 3.9663 0.1359  0.071
H13 1.7447 1.0888 1.8171  0.068
H14 1.3436 -0.6295 1.7447  0.070
H15 2.3506 0.0021 0.4896  0.097

## ii
This record from the Open Molecules 2025 dataset describes one molecule with the formula C6H15NS. The level of theory is wB97M-V/def2-TZVPD.

## Properties
- SMILES = CCNCCCCS
- highest occupied orbital energy (Eh) = -0.30840
- frontier orbital gap (eV) = 9.424
- total charge = 0

Each line ends with the Löwdin charge.
Atoms and positions in Å:
C1 1.1641 -0.2444 -0.6597  -0.228
C2 1.2400 -0.3987 0.8351  -0.306
C3 2.6685 -0.7654 1.3678  -0.499
S1 3.0532 -2.4930 0.7733  0.650
C4 -0.2561 0.0980 -1.0979  -0.269
N1 -0.8305 1.1939 -0.3682  -0.097
C5 -2.1229 1.0208 0.2929  -0.269
C6 -3.2490 0.6280 -0.6858  -0.104
H1 1.8146 0.5991 -0.9455  0.118
H2 1.5537 -1.0774 -1.2444  0.092
H3 0.5305 -1.0956 1.2883  0.107
H4 1.0637 0.5261 1.3728  0.102
H5 3.3509 -0.1482 0.7967  0.062
H6 2.6264 -0.8167 2.4459  0.058
H7 4.4055 -2.4313 0.8240  -0.160
H8 -0.3923 0.1876 -2.1892  0.116
H9 -0.8568 -0.8177 -0.9803  0.114
H10 -0.7337 2.1355 -0.7395  0.117
H11 -2.4072 1.9533 0.7721  0.106
H12 -2.0168 0.1559 0.9522  0.103
H13 -3.5565 1.4894 -1.2834  0.063
H14 -4.1784 0.4228 -0.1525  0.067
H15 -2.8707 -0.1220 -1.3749  0.056

Most stable: i